[1]
{
  "formula": "C44H125N7O15",
  "method": "ωB97M-V/def2-TZVPD",
  "spin_multiplicity": 1,
  "lumo_energy_ev": 0.3628,
  "e_tot_ev": -88793.9440,
  "homo_energy_ev": -8.70,
  "molar_mass_g_mol": 992.518,
  "de_lowest_kj_mol": 0.00,
  "orbital_gap_ev": 9.06,
  "max_force_ev_per_a": 2.63,
  "species": ["C", "H", "H", "C", "C", "H", "H", "H", "H", "H", "C", "H", "O", "C", "H", "H", "H", "H", "H", "H", "H", "H", "H", "H", "N", "H", "H", "C", "H", "C", "H", "H", "C", "H", "H", "H", "C", "H", "H", "H", "H", "H", "H", "C", "H", "H", "N", "H", "H", "C", "H", "O", "H", "C", "H", "H", "C", "H", "O", "H", "N", "O", "H", "H", "C", "N", "H", "H", "H", "C", "H", "C", "C", "H", "H", "H", "H", "H", "H", "H", "H", "H", "H", "O", "O", "H", "H", "H", "H", "H", "H", "C", "H", "C", "O", "H", "H", "C", "C", "C", "H", "O", "O", "H", "H", "H", "H", "C", "O", "H", "C", "H", "H", "H", "C", "H", "H", "H", "O", "H", "H", "N", "C", "H", "C", "H", "H", "H", "H", "C", "H", "H", "C", "N", "N", "H", "H", "H", "C", "H", "H", "C", "H", "C", "H", "O", "C", "H", "H", "C", "H", "H", "H", "H", "H", "C", "H", "H", "H", "H", "H", "H", "H", "C", "H", "H", "O", "H", "H", "H", "H", "O", "H", "H", "H", "H", "H", "C", "C", "C", "H", "H", "O", "C", "C", "H", "H", "C", "H", "C", "C"],
  "coordinates": [[-0.432, -2.834, 1.664], [0.068, 1.917, 7.381], [-0.564, 2.811, -6.002], [1.384, -1.255, 5.387], [3.107, 3.203, -3.948], [-3.345, -2.264, 1.805], [-5.696, -0.899, -4.877], [0.143, -8.126, 0.679], [-4.438, 3.283, 3.168], [4.502, 1.169, 3.004], [-1.784, -7.922, 4.550], [2.423, -1.645, 7.196], [-3.083, 3.619, -6.874], [-4.067, 0.122, -4.630], [0.463, 1.503, 2.500], [-4.483, -1.898, 4.327], [-2.437, 1.795, 5.044], [-3.324, 3.000, -1.395], [4.630, -1.132, -1.016], [-1.810, 2.231, -7.849], [-1.491, 1.146, 7.010], [-1.230, -7.049, 0.989], [-1.005, -8.461, 5.101], [2.071, -2.133, 3.745], [0.117, -4.399, -2.373], [-3.222, -1.056, -3.076], [-0.502, -0.175, 5.226], [-0.552, 1.005, 7.561], [0.698, -0.806, -2.113], [2.662, -1.251, 6.194], [3.207, -5.105, -1.313], [-1.896, 4.003, -3.493], [5.040, -2.792, 2.899], [-3.896, 1.630, 2.882], [1.200, -4.834, 3.492], [0.288, 4.830, 1.231], [-5.547, 4.131, -4.518], [-1.181, 2.430, -3.593], [-0.861, -1.633, -4.038], [-0.639, -4.959, -2.794], [-2.646, -7.923, 5.218], [-5.174, -0.454, 3.586], [-1.141, -7.992, -0.537], [-1.374, -6.505, 4.073], [-3.234, 5.266, -0.506], [-4.715, 4.740, -4.920], [-0.549, 1.351, 2.439], [2.385, 0.104, -0.874], [2.485, 3.801, -1.410], [-0.430, -0.648, 0.940], [-3.130, 0.173, -5.203], [-5.357, -2.643, 1.779], [3.414, -1.873, 5.708], [-4.372, -1.179, 3.511], [2.185, -5.595, 2.191], [-0.838, -1.031, -0.012], [4.561, -2.020, 1.646], [-0.447, -6.648, 3.496], [0.147, -0.181, 7.170], [2.496, 0.868, -6.210], [2.301, 1.663, -5.611], [1.958, 2.887, -3.156], [-4.792, 1.786, 0.049], [-1.037, 1.131, -0.940], [-4.713, 4.294, -2.342], [0.010, 4.636, -5.198], [2.329, 0.402, 3.165], [2.677, -5.711, 3.914], [0.920, 0.834, 5.483], [-3.733, -0.109, -3.121], [-1.173, -5.877, 4.956], [-0.562, -7.429, 0.213], [-4.269, -1.744, 2.014], [4.553, 3.312, -6.370], [0.762, -3.025, -3.598], [3.967, 3.402, -3.284], [4.636, -2.300, 3.821], [0.755, 3.749, -1.767], [0.689, 4.116, -4.635], [-2.150, -6.020, 3.468], [4.981, -1.018, 1.524], [-5.770, 2.044, -1.430], [2.471, -3.540, -1.618], [-2.124, -8.738, 3.461], [1.062, -2.397, -4.300], [3.921, -0.691, -2.582], [-5.557, 4.984, -2.121], [-3.534, 2.129, -8.244], [-2.726, 2.722, -4.432], [-0.741, 0.965, 8.645], [-1.385, 4.817, -7.186], [2.268, -4.556, -1.273], [3.807, 1.185, -4.244], [1.278, 4.473, 1.573], [-2.551, 3.233, 2.741], [2.505, 2.993, 4.438], [1.683, -7.228, -1.275], [-3.335, 2.375, 4.851], [-0.656, 1.621, -0.024], [0.170, -1.274, -4.206], [-6.165, -2.277, 2.130], [2.137, 6.140, 0.108], [0.050, -6.294, -0.358], [3.472, -1.896, 1.731], [6.012, 0.209, -2.721], [-2.452, 5.198, -5.830], [0.421, 1.759, -0.148], [4.359, -0.286, -1.652], [2.937, -3.857, 3.093], [5.068, 1.635, -6.325], [-1.771, 3.160, -4.171], [-4.349, -0.870, 1.345], [0.666, -0.703, 0.868], [-0.533, -3.466, 2.562], [-4.220, 3.581, -1.101], [1.707, -0.044, -3.332], [3.281, 5.292, 1.664], [-3.314, 4.012, 0.643], [-0.813, -1.531, 1.964], [-2.860, -8.361, 2.973], [-1.135, 2.602, 0.072], [6.463, -3.008, 2.906], [-2.715, 2.819, -8.002], [-0.306, 5.394, -4.591], [-1.005, 0.742, 1.182], [4.606, -4.758, 3.746], [3.516, 1.734, 5.266], [0.244, -7.175, -2.273], [1.974, 6.449, 2.124], [1.230, -5.242, -2.139], [-0.318, -4.117, -1.485], [1.674, -5.611, -3.054], [0.811, -6.577, -1.512], [-3.795, 4.534, -0.092], [1.681, -1.226, 3.983], [-4.642, 1.032, -4.836], [-1.718, 2.702, 2.831], [1.780, 4.879, -2.693], [3.365, 0.617, -0.886], [0.165, -0.754, -5.181], [2.852, 6.774, -0.037], [0.674, -0.314, -3.094], [1.963, -4.470, -0.219], [2.201, -5.064, 3.154], [0.840, -2.191, 5.614], [-4.776, -0.987, -5.156], [4.310, -4.088, 2.913], [1.175, 4.255, 2.636], [6.823, -3.426, 3.771], [-1.034, 3.641, -5.440], [-3.065, 0.695, -2.742], [0.784, -1.183, 3.504], [3.895, 2.623, 2.303], [4.766, -2.609, 0.743], [1.589, 1.390, -4.933], [3.472, 2.048, -4.866], [0.617, -2.868, 1.295], [-2.539, 3.471, -8.863], [3.074, -0.245, 6.289], [7.020, -2.195, 2.704], [-0.823, 0.667, 3.143], [-4.155, 1.872, 5.373], [2.928, 4.079, -4.598], [-1.990, 4.374, -6.399], [3.218, 1.555, -1.419], [1.503, 3.536, 1.054], [2.443, 1.221, 2.619], [-4.647, -0.131, -2.502], [-6.380, 4.804, -4.283], [-3.465, -0.591, 3.733], [-1.069, -3.236, 0.871], [-5.183, 3.387, -3.347], [3.646, 0.767, 0.153], [-2.111, 0.651, 1.240], [0.112, 0.622, -3.016], [5.502, 2.672, -4.978], [4.488, -4.617, 1.953], [2.260, 5.623, 1.449], [4.720, 2.454, -5.704], [1.742, 3.893, -2.215], [-5.824, 3.396, -5.304], [-3.216, 3.376, 5.297], [5.485, 0.516, -1.979], [0.453, -0.143, 5.788], [3.466, 2.462, 4.452], [-3.901, 4.946, -2.731], [-6.040, 3.053, -0.002], [-5.278, 2.533, -0.602], [4.253, 3.222, 4.620], [-3.616, 2.588, 3.338], [3.646, 1.849, 3.027]]
}

=====

[2]
{
  "formula": "C44H28AsF6MoN4",
  "method": "ωB97M-V/def2-TZVPD",
  "spin_multiplicity": 4,
  "lumo_energy_ev": [-7.8993, -9.0989],
  "e_tot_ev": -131031.0839,
  "homo_energy_ev": [-13.02, -13.51],
  "molar_mass_g_mol": 897.586,
  "charge": 2,
  "orbital_gap_ev": [5.12, 4.42],
  "max_force_ev_per_a": 3.04,
  "species": ["H", "C", "C", "H", "H", "C", "C", "F", "H", "C", "H", "H", "C", "H", "N", "C", "H", "C", "H", "H", "H", "F", "C", "C", "C", "C", "H", "N", "H", "C", "H", "F", "C", "C", "H", "H", "H", "C", "C", "H", "H", "C", "H", "C", "H", "C", "C", "C", "C", "H", "C", "C", "Mo", "C", "H", "C", "C", "C", "As", "C", "H", "C", "C", "N", "C", "H", "F", "F", "C", "C", "C", "H", "C", "C", "C", "C", "N", "C", "H", "F", "C", "C", "C", "H"],
  "coordinates": [[2.576, -1.927, -4.604], [4.555, -2.700, -4.752], [-3.690, 4.474, 5.177], [-1.623, 4.540, 2.512], [-3.600, 1.204, 4.333], [2.495, -3.264, -0.455], [2.065, 0.503, -3.661], [-3.863, -1.745, -2.546], [1.792, -5.865, 6.277], [0.686, -2.295, 2.480], [0.622, 4.081, -3.804], [2.906, 0.329, -4.302], [4.750, -2.268, -2.025], [3.125, -3.225, 3.199], [-1.138, 1.660, 0.001], [0.241, 1.355, -2.672], [-1.058, -3.582, 4.060], [1.569, -5.160, 5.490], [-0.547, -5.213, 5.827], [2.034, -4.510, 1.286], [-2.677, 6.044, 4.129], [-0.659, -2.418, -1.197], [-0.378, -0.842, 4.178], [2.318, -3.694, 3.742], [2.479, -1.291, -1.949], [-0.035, -3.852, 4.272], [3.037, -3.918, -1.109], [0.688, 0.368, -1.832], [-2.587, 5.507, -6.233], [-0.092, -1.191, 2.831], [0.904, 2.045, -4.686], [-2.524, -3.871, -2.047], [-1.277, 3.136, -3.472], [1.262, -2.422, 1.206], [-0.071, -1.393, 5.043], [-3.443, 3.811, 1.029], [-4.130, 5.134, 5.909], [-1.842, 1.874, 2.357], [-3.097, 3.986, -4.810], [-4.632, 2.718, 5.966], [-0.197, 5.515, -5.629], [3.577, -1.885, -2.702], [6.700, -3.117, -2.171], [-0.820, 2.238, -2.405], [-2.868, 4.032, -1.568], [1.967, -3.573, 0.767], [5.715, -3.053, -4.074], [5.803, -2.840, -2.705], [-2.502, 2.752, 3.324], [3.620, -4.897, 4.929], [-1.193, 0.710, 2.779], [-2.429, 3.353, -0.864], [-0.313, -0.173, -0.092], [-3.360, 2.255, 4.316], [-4.143, 3.992, -5.066], [-2.222, 4.840, -5.467], [-0.406, 4.011, -4.131], [0.993, -3.295, 3.500], [-2.346, -2.204, -1.962], [2.597, -4.614, 4.732], [4.475, -2.890, -5.809], [-1.871, 2.250, 1.001], [-2.289, 4.138, 3.259], [-0.583, -0.233, 1.957], [2.120, -1.925, -0.746], [6.544, -3.492, -4.606], [-1.930, -0.299, -1.713], [-2.829, -2.003, -0.262], [-1.448, 2.370, -1.156], [0.254, -4.782, 5.248], [-2.706, 3.264, 0.474], [-3.296, 2.432, -3.350], [-0.876, 4.843, -5.126], [-1.049, 0.343, 4.144], [1.793, -0.170, -2.436], [-3.952, 3.110, 5.224], [1.313, -1.427, 0.256], [-2.868, 4.985, 4.181], [-1.370, 0.935, 4.976], [-1.511, -1.968, -3.460], [-2.634, 3.137, -3.827], [3.496, -2.125, -4.079], [1.060, 1.407, -3.840], [4.845, -2.068, -0.969]]
}

=====

[3]
{
  "formula": "C44H30BrClF4HfO2P2",
  "method": "ωB97M-V/def2-TZVPD",
  "spin_multiplicity": 1,
  "lumo_energy_ev": -7.0223,
  "e_tot_ev": -163515.3781,
  "homo_energy_ev": -13.93,
  "molar_mass_g_mol": 1022.509,
  "de_lowest_kj_mol": 155.27,
  "charge": 2,
  "orbital_gap_ev": 6.91,
  "max_force_ev_per_a": 1.76,
  "species": ["H", "H", "C", "C", "F", "H", "H", "O", "C", "C", "C", "H", "C", "F", "C", "C", "P", "C", "C", "H", "H", "C", "H", "C", "H", "H", "C", "C", "H", "C", "H", "H", "C", "C", "F", "H", "C", "H", "C", "C", "C", "C", "H", "P", "C", "H", "H", "C", "C", "H", "C", "C", "F", "H", "Hf", "C", "H", "C", "C", "H", "H", "H", "C", "C", "C", "C", "C", "C", "C", "C", "Br", "C", "Cl", "C", "C", "H", "H", "C", "O", "H", "H", "C", "H", "H", "C"],
  "coordinates": [[-0.994, -3.636, 1.427], [-3.295, -3.856, 0.378], [4.403, -0.434, -0.903], [3.997, -2.779, -1.288], [-4.896, -1.894, 0.765], [1.577, 0.366, 5.214], [5.759, -1.748, -1.905], [-0.418, 0.862, 3.417], [4.100, 4.986, 0.402], [0.549, 0.563, 2.759], [-3.158, -3.678, -2.999], [-1.529, 0.031, -6.678], [-2.437, -3.462, 4.484], [-4.580, 3.500, 0.915], [4.627, 1.025, 3.892], [-2.795, -1.420, 3.275], [2.505, 1.273, 0.412], [2.338, 0.609, 4.487], [-3.514, 1.417, 0.885], [-1.873, -0.673, -2.121], [5.065, 0.415, -0.979], [-0.111, 0.306, -3.644], [-2.350, -2.036, -4.123], [-4.819, -0.568, 0.744], [0.667, 2.539, -1.926], [4.961, 4.207, -2.770], [3.547, 3.779, 0.786], [3.980, 2.877, -1.410], [3.963, 0.566, 5.876], [2.934, 1.056, 2.184], [-2.599, -4.060, 5.366], [-3.883, -5.150, -1.628], [-0.411, -0.237, -4.879], [-2.576, -2.428, -3.144], [-7.014, 2.301, 0.658], [5.024, 6.086, -1.187], [-5.997, 0.175, 0.716], [4.326, -3.737, -1.660], [-3.101, -3.451, -0.603], [4.560, 4.081, -1.775], [4.610, 5.139, -0.879], [2.333, -1.435, -0.194], [-3.182, -0.412, 3.237], [-2.063, -1.052, 0.613], [-2.283, -1.680, -2.020], [-1.281, -4.964, 3.486], [2.121, -3.529, -0.575], [4.265, 1.195, 2.567], [1.966, 0.765, 3.156], [3.137, 3.672, 1.784], [-3.558, 0.027, 0.776], [-2.139, -1.971, 2.176], [-7.165, -0.438, 0.681], [4.113, 5.811, 1.098], [0.025, 0.535, -0.234], [4.805, -1.661, -1.412], [-3.397, -4.261, -3.872], [-1.277, 0.446, -5.716], [2.757, -2.661, -0.676], [-2.483, 2.196, -5.952], [3.899, 2.076, -2.131], [5.663, 1.124, 4.176], [-1.553, -3.234, 2.263], [3.669, 0.719, 4.850], [3.163, -0.305, -0.285], [-4.675, 2.183, 0.844], [-0.316, 2.040, -1.811], [-1.530, 2.158, -4.043], [-3.425, -4.181, -1.735], [-1.822, 1.649, -5.297], [-1.896, 2.378, 1.249], [-5.923, 1.569, 0.726], [0.945, -0.584, -2.563], [-2.544, -2.184, -0.744], [3.499, 2.707, -0.111], [1.353, -1.385, 0.297], [-1.980, 3.088, -3.733], [-2.953, -2.176, 4.421], [0.420, -0.024, 1.576], [-1.020, 2.855, -1.589], [5.016, 1.442, 1.829], [-0.665, 1.495, -3.169], [-3.487, -1.758, 5.260], [0.036, -1.173, -5.169], [-1.713, -3.977, 3.419]]
}

=====

[4]
{
  "formula": "C44H33Br2N12O4W",
  "method": "ωB97M-V/def2-TZVPD",
  "spin_multiplicity": 3,
  "lumo_energy_ev": [-2.9642, -3.2917],
  "e_tot_ev": -214142.2721,
  "homo_energy_ev": [-9.73, -10.37],
  "molar_mass_g_mol": 1137.476,
  "de_lowest_kj_mol": 74.98,
  "charge": 1,
  "orbital_gap_ev": [6.76, 7.08],
  "max_force_ev_per_a": 1.17,
  "species": ["H", "O", "H", "C", "O", "C", "C", "H", "N", "H", "C", "C", "C", "H", "C", "C", "H", "C", "C", "N", "H", "C", "N", "N", "N", "N", "C", "H", "C", "H", "H", "H", "H", "H", "H", "C", "C", "H", "C", "C", "N", "H", "C", "C", "C", "C", "C", "C", "H", "C", "C", "C", "C", "Br", "N", "C", "W", "C", "C", "Br", "H", "C", "C", "H", "C", "C", "H", "H", "O", "C", "N", "N", "H", "C", "H", "H", "C", "O", "C", "H", "H", "H", "H", "C", "N", "C", "C", "H", "H", "H", "C", "H", "N", "H", "C", "C"],
  "coordinates": [[2.874, 0.560, -1.824], [-1.465, -0.368, -1.383], [1.978, 0.597, 6.903], [-0.642, 0.880, 1.407], [1.844, -2.789, -2.269], [1.019, 1.081, 6.774], [3.697, -2.237, 2.064], [-0.595, 3.926, 7.783], [-1.252, -2.560, -2.715], [-2.624, -2.627, 2.567], [3.547, -0.923, 1.647], [-1.150, 1.160, 5.870], [1.165, 3.397, -2.487], [3.398, -4.301, -3.676], [-1.384, 2.381, 6.495], [-3.435, -3.730, -3.941], [1.578, 2.741, 8.026], [2.578, -0.625, 0.710], [3.215, -3.761, -4.595], [-0.905, 5.830, -2.050], [-3.678, 0.037, 3.990], [-0.643, 5.430, -0.687], [0.832, 0.737, -1.738], [-2.648, 2.818, 6.144], [-1.293, 5.001, -2.883], [-0.204, -3.207, -0.455], [-2.642, 1.595, -2.117], [1.485, -1.127, -5.840], [-0.253, 1.537, -1.943], [-0.140, 1.547, 0.724], [-2.684, 4.932, -0.263], [-3.610, 1.116, -2.056], [-1.067, -3.016, 1.830], [-2.469, -1.086, 4.653], [-4.289, -4.191, -4.419], [2.366, -2.658, -4.611], [3.514, -3.409, -6.940], [3.960, -3.694, -7.886], [1.705, -2.220, -3.377], [-2.624, -0.092, 4.234], [1.782, -1.563, 0.186], [3.253, 2.932, -2.445], [2.842, -3.202, 1.558], [-1.380, 1.227, 2.490], [0.632, 5.602, -0.172], [-1.270, -4.100, -0.869], [-2.961, -4.215, -2.739], [-1.724, -2.079, -3.877], [-3.140, -2.225, -5.463], [2.244, 2.576, -2.297], [-1.292, -0.971, 2.291], [-1.507, 0.889, -1.787], [0.840, -3.812, 0.179], [4.951, -5.621, -5.873], [-2.310, 0.916, 5.195], [-0.140, 2.885, -2.316], [0.258, -1.421, -1.380], [-0.136, 4.772, 1.940], [-1.429, 4.677, 1.454], [0.227, 4.279, 3.731], [-3.428, -5.059, -2.249], [-2.542, 2.948, -2.496], [-1.342, 3.604, -2.529], [0.246, -0.468, 5.496], [0.062, 0.477, 5.991], [-2.800, -2.639, -4.525], [4.456, -2.501, 2.789], [2.873, -4.238, 1.863], [0.964, -4.990, 0.443], [2.141, -1.989, -5.810], [2.705, -2.357, -6.953], [-1.794, 0.040, 3.049], [-1.170, -2.702, 3.565], [2.035, 1.239, -1.932], [4.167, -0.131, 2.041], [2.416, 0.390, 0.378], [1.888, -2.826, 0.635], [0.923, -1.200, -3.376], [-1.555, -2.408, 2.586], [-3.445, 3.499, -2.727], [1.892, 5.348, 1.548], [-1.209, -1.217, -4.277], [-2.239, 4.367, 2.100], [3.795, -4.138, -5.788], [-3.172, 1.958, 5.369], [-1.860, -3.606, -2.152], [-0.408, 2.981, 7.294], [1.420, 6.006, -0.795], [-0.876, -5.111, -1.011], [1.304, 4.425, -2.798], [0.896, 5.243, 1.141], [-2.049, -4.174, -0.103], [-0.591, -0.495, 1.283], [-1.615, 2.181, 2.927], [0.790, 2.316, 7.420], [-1.681, 4.999, 0.131]]
}

=====

What is the formula in the second record? C44H28AsF6MoN4

=====

Which formula does entry 4 have? C44H33Br2N12O4W